## one
DFT (wB97M-V/def2-TZVPD) results for C46H40N6O4SSeSiTl as an isolated structure.

Positions of all 100 atoms, in Å:
Tl: -0.562 -0.072 -0.946
O: 2.411 1.702 -5.103
C: 1.872 0.895 -4.359
N: 1.252 1.281 -3.205
C: 1.581 2.349 -2.542
C: 2.925 2.850 -2.503
C: 3.220 3.960 -1.793
C: 2.201 4.663 -1.069
C: 0.913 4.245 -1.077
C: 0.535 3.068 -1.803
N: -0.680 2.599 -1.851
C: -1.823 3.332 -1.722
O: -1.898 4.528 -1.958
C: -3.091 2.555 -1.439
C: -4.208 3.267 -1.025
C: -5.374 2.576 -0.739
C: -5.400 1.205 -0.927
C: -4.252 0.589 -1.403
N: -3.115 1.237 -1.633
C: 1.857 -0.563 -4.746
C: 2.439 -0.901 -5.960
C: 2.521 -2.237 -6.315
C: 2.029 -3.184 -5.437
C: 1.455 -2.750 -4.252
N: 1.354 -1.470 -3.913
H: 3.673 2.327 -3.086
H: 4.235 4.338 -1.774
H: 2.463 5.565 -0.530
H: 0.146 4.811 -0.568
H: -4.136 4.341 -0.930
H: -6.246 3.102 -0.369
H: -6.275 0.613 -0.696
H: -4.244 -0.479 -1.590
H: 2.821 -0.107 -6.587
H: 2.985 -2.532 -7.247
H: 2.103 -4.244 -5.640
H: 1.083 -3.464 -3.533
C: -2.906 2.639 3.381
Si: -1.614 1.367 2.806
C: -0.183 2.382 2.141
C: -1.058 0.466 4.387
N: -2.091 0.259 1.609
C: -3.176 -0.543 1.735
C: -4.155 -0.382 2.753
C: -5.263 -1.206 2.889
C: -5.467 -2.257 2.012
C: -4.527 -2.474 1.005
C: -3.423 -1.651 0.866
O: -2.468 -1.871 -0.117
C: -2.590 -3.004 -0.893
C: -3.257 -2.925 -2.105
C: -3.358 -4.054 -2.907
C: -2.778 -5.248 -2.503
C: -2.088 -5.308 -1.297
C: -2.003 -4.189 -0.482
H: -2.677 3.029 4.380
H: -3.911 2.208 3.406
H: -2.932 3.487 2.691
H: 0.447 2.793 2.940
H: -0.563 3.220 1.549
H: 0.441 1.767 1.491
H: -0.261 1.010 4.907
H: -0.685 -0.533 4.134
H: -1.891 0.340 5.089
H: -4.006 0.431 3.457
H: -5.972 -1.026 3.692
H: -6.324 -2.914 2.107
H: -4.651 -3.312 0.330
H: -3.679 -1.977 -2.421
H: -3.877 -3.992 -3.856
H: -2.853 -6.129 -3.130
H: -1.600 -6.227 -0.995
H: -1.464 -4.212 0.456
O: 1.718 -0.202 0.807
S: 2.831 0.758 1.046
C: 2.888 1.016 2.831
C: 2.103 0.221 3.646
C: 2.091 0.464 5.013
C: 2.842 1.506 5.544
C: 3.612 2.310 4.711
C: 3.633 2.068 3.346
C: 4.348 -0.206 0.927
C: 4.419 -1.469 1.492
C: 5.569 -2.218 1.312
C: 6.626 -1.710 0.563
C: 6.538 -0.451 -0.013
C: 5.388 0.307 0.168
H: 1.488 -0.555 3.198
H: 1.476 -0.150 5.659
H: 2.814 1.702 6.609
H: 4.184 3.132 5.125
H: 4.217 2.694 2.676
H: 3.573 -1.868 2.039
H: 5.638 -3.206 1.748
H: 7.515 -2.310 0.412
H: 7.354 -0.069 -0.614
H: 5.289 1.289 -0.284
Se: 1.204 -3.093 -0.082
C: 1.327 -4.506 -1.199
N: 1.403 -5.417 -1.921

The frontier orbital gap (spin up / spin down) comes out at 3.16 / 3.16 eV. As for the total charge: -1.

## two
DFT (wB97M-V/def2-TZVPD) results for C46H40N6O4SSeSiTl as an isolated structure.

Positions of all 100 atoms, in Å:
Tl: 0.129 -1.008 0.762
O: 0.217 4.064 -1.559
C: 0.511 3.342 -0.624
N: -0.371 3.192 0.411
C: -1.793 3.187 0.363
C: -2.890 3.718 -0.254
C: -4.103 3.224 0.255
C: -4.163 2.280 1.273
C: -3.018 1.729 1.875
C: -1.857 2.234 1.364
N: -0.410 2.149 1.417
C: 0.313 2.358 2.583
O: 1.184 3.185 2.687
C: -0.059 1.410 3.684
C: 0.085 1.822 4.999
C: -0.242 0.923 5.998
C: -0.678 -0.341 5.646
C: -0.782 -0.669 4.301
N: -0.486 0.192 3.330
C: 1.870 2.713 -0.503
C: 2.932 3.401 -1.073
C: 4.201 2.861 -0.950
C: 4.346 1.645 -0.305
C: 3.213 1.011 0.188
N: 1.997 1.543 0.113
H: -2.838 4.439 -1.056
H: -5.031 3.585 -0.171
H: -5.130 1.927 1.605
H: -3.091 0.954 2.626
H: 0.454 2.817 5.208
H: -0.151 1.204 7.040
H: -0.939 -1.074 6.396
H: -1.110 -1.651 3.981
H: 2.746 4.335 -1.583
H: 5.059 3.378 -1.360
H: 5.314 1.175 -0.195
H: 3.265 0.029 0.640
C: 2.967 -0.173 3.785
Si: 3.337 -1.785 2.896
C: 5.139 -1.747 2.321
C: 3.263 -3.121 4.233
N: 2.292 -1.988 1.573
C: 2.408 -3.117 0.779
C: 2.197 -4.419 1.294
C: 2.326 -5.565 0.534
C: 2.667 -5.484 -0.809
C: 2.850 -4.233 -1.370
C: 2.693 -3.082 -0.610
O: 2.935 -1.856 -1.221
C: 2.219 -1.539 -2.342
C: 1.059 -2.198 -2.737
C: 0.396 -1.781 -3.885
C: 0.855 -0.708 -4.631
C: 2.005 -0.047 -4.218
C: 2.689 -0.463 -3.090
H: 3.818 0.112 4.413
H: 2.104 -0.289 4.443
H: 2.767 0.655 3.106
H: 5.836 -1.691 3.163
H: 5.327 -0.890 1.670
H: 5.371 -2.650 1.749
H: 3.882 -2.841 5.091
H: 3.623 -4.085 3.864
H: 2.237 -3.257 4.585
H: 1.908 -4.492 2.334
H: 2.150 -6.530 0.993
H: 2.782 -6.376 -1.411
H: 3.111 -4.128 -2.416
H: 0.675 -3.026 -2.157
H: -0.507 -2.301 -4.182
H: 0.317 -0.381 -5.513
H: 2.374 0.803 -4.778
H: 3.586 0.041 -2.764
O: -1.126 0.905 -1.394
S: -2.001 0.019 -2.211
C: -3.689 0.172 -1.614
C: -4.675 0.969 -2.182
C: -5.946 0.968 -1.629
C: -6.224 0.189 -0.513
C: -5.232 -0.593 0.060
C: -3.962 -0.610 -0.498
C: -2.182 0.829 -3.796
C: -2.780 0.150 -4.849
C: -2.842 0.753 -6.095
C: -2.296 2.019 -6.280
C: -1.691 2.680 -5.221
C: -1.627 2.084 -3.967
H: -4.455 1.588 -3.042
H: -6.721 1.586 -2.068
H: -7.219 0.197 -0.085
H: -5.427 -1.185 0.945
H: -3.195 -1.237 -0.051
H: -3.192 -0.841 -4.693
H: -3.307 0.235 -6.924
H: -2.338 2.485 -7.257
H: -1.257 3.661 -5.366
H: -1.138 2.571 -3.132
Se: -2.368 -3.200 1.985
C: -3.401 -1.929 2.783
N: -4.059 -1.119 3.295

The frontier orbital gap comes out at 6.80 eV. As for the total charge: -1.

Short version: two is the most stable of them.

## one
DFT (wB97M-V/def2-TZVPD) results for a 2-piece molecular cluster, C5H11O2 overall.

Positions of all 18 atoms, in Å:
C: -0.601 0.805 1.062
C: -0.647 1.733 -0.160
C: 1.012 0.565 1.291
O: 1.767 0.737 0.316
O: 1.310 0.345 2.483
H: -1.034 1.130 2.000
H: -1.133 -0.135 0.878
H: -1.663 2.166 -0.188
H: -0.561 1.167 -1.080
H: 0.035 2.572 -0.117
C: -1.136 -1.575 -1.375
C: -1.005 -2.301 -2.711
H: -0.209 -1.475 -0.814
H: -1.723 -0.661 -1.566
H: -1.834 -1.913 -0.597
H: -0.537 -1.625 -3.428
H: -0.403 -3.192 -2.564
H: -1.997 -2.521 -3.107

The frontier orbital gap comes out at 7.25 eV. As for the total charge: -1.

## two
DFT (wB97M-V/def2-TZVPD) results for a 2-piece molecular cluster, C5H11O2 overall.

Positions of all 18 atoms, in Å:
C: -0.355 -1.293 2.613
C: 0.915 -0.952 1.793
H: -1.013 -0.422 2.730
H: -0.959 -2.049 2.125
H: -0.105 -1.486 3.656
H: 1.691 -0.732 2.510
H: 0.704 -0.205 1.047
H: 1.149 -1.824 1.175
C: -0.164 1.222 -1.321
C: 0.063 -0.273 -1.607
C: -0.608 2.130 -2.497
O: -0.551 1.625 -3.646
O: -0.945 3.284 -2.149
H: -0.847 1.230 -0.463
H: 0.721 1.759 -0.965
H: -0.374 -0.861 -0.798
H: 1.086 -0.655 -1.637
H: -0.410 -0.498 -2.565

The frontier orbital gap comes out at 7.25 eV. As for the total charge: -1.

## three
DFT (wB97M-V/def2-TZVPD) results for a 2-piece molecular cluster, C5H11O2 overall.

Positions of all 18 atoms, in Å:
C: 0.885 1.147 -1.986
C: 0.968 -0.283 -2.452
C: -0.443 1.425 -1.065
O: -0.432 2.561 -0.565
O: -1.236 0.473 -0.991
H: 1.741 1.528 -1.434
H: 0.597 1.816 -2.804
H: 0.911 -0.955 -1.583
H: 1.821 -0.626 -3.046
H: 0.030 -0.531 -2.956
C: -1.159 -0.630 1.904
C: 0.005 -1.029 2.793
H: -2.081 -1.195 2.123
H: -1.446 0.404 2.101
H: -1.087 -0.786 0.832
H: -0.241 -0.930 3.855
H: 0.322 -2.053 2.593
H: 0.844 -0.337 2.681

The frontier orbital gap comes out at 7.70 eV. As for the total charge: -1.

Short version: three is the most stable of them.

## one
DFT (wB97M-V/def2-TZVPD) results for a 2-piece molecular cluster, C5H11O2 overall.

Positions of all 18 atoms, in Å:
C: -0.777 -0.605 0.147
C: -0.926 -1.739 1.157
C: -1.159 0.798 0.759
O: -0.211 1.483 1.248
O: -2.336 1.139 0.570
H: 0.260 -0.605 -0.174
H: -1.579 -0.718 -0.569
H: -0.512 -1.571 2.143
H: -0.451 -2.594 0.601
H: -1.890 -2.179 1.467
C: 1.977 -0.870 -1.982
C: 2.651 0.396 -1.402
H: 1.710 -0.788 -3.031
H: 2.554 -1.706 -1.606
H: 1.098 -1.107 -1.372
H: 2.698 0.226 -0.328
H: 3.670 0.507 -1.796
H: 2.179 1.334 -1.668

The frontier orbital gap comes out at 7.47 eV. As for the total charge: -1.

## two
DFT (wB97M-V/def2-TZVPD) results for a 2-piece molecular cluster, C5H11O2 overall.

Positions of all 18 atoms, in Å:
C: -2.073 1.780 1.489
C: -0.608 2.485 1.251
O: -0.778 3.509 0.571
O: 0.354 1.878 1.750
H: -1.976 0.744 1.723
H: -2.545 1.891 0.516
H: -2.691 2.490 2.030
C: 0.670 -1.048 -0.461
C: 0.706 -0.595 -1.921
C: 1.509 -2.317 -0.129
H: -0.422 -1.134 -0.227
H: 0.770 -0.324 0.364
H: 0.213 -1.300 -2.588
H: 0.247 0.386 -2.001
H: 0.770 -3.075 0.186
H: 2.160 -2.067 0.700
H: 1.748 -0.461 -2.272
H: 1.947 -2.840 -0.981

The frontier orbital gap comes out at 7.21 eV. As for the total charge: -1.

Short version: two is the most stable of them.

## one
DFT (wB97M-V/def2-TZVPD) results for one molecule with the formula C2H6S2.

Positions of all 10 atoms, in Å:
C: 0.466 -0.705 0.070
C: -0.465 0.459 -0.087
H: 2.226 0.751 0.724
H: 0.399 -1.130 1.034
H: 0.356 -1.447 -0.757
H: -0.166 1.008 -1.001
H: -0.418 1.125 0.799
H: -2.624 0.670 -0.488
S: 2.204 -0.284 -0.193
S: -1.979 -0.447 -0.101

The frontier orbital gap comes out at 9.94 eV. As for the total charge: 0. As for the SMILES: SCCS.

## two
DFT (wB97M-V/def2-TZVPD) results for one molecule with the formula C2H6S2.

Positions of all 10 atoms, in Å:
C: -0.297 1.001 2.067
C: 0.748 0.992 0.953
S: 0.810 -0.342 -0.365
S: -0.962 -0.797 -1.223
H: -1.240 1.166 1.706
H: -0.036 1.656 2.756
H: -0.312 -0.049 2.425
H: 1.790 0.892 1.474
H: 0.695 2.130 0.565
H: -1.169 0.462 -1.638

The frontier orbital gap comes out at 9.26 eV. As for the total charge: 0. As for the SMILES: CCSS.

## three
DFT (wB97M-V/def2-TZVPD) results for a 2-piece molecular cluster, C2H6S2 overall.

Positions of all 10 atoms, in Å:
C: -0.716 1.200 -0.469
S: 1.834 0.089 0.189
S: -1.853 -0.039 -0.091
C: 0.770 -1.295 0.326
H: -1.422 1.982 -0.744
H: -0.186 1.494 0.478
H: -0.035 1.094 -1.378
H: 0.065 -1.390 -0.561
H: 1.394 -2.150 0.303
H: 0.148 -1.260 1.189

The frontier orbital gap comes out at 5.30 eV. As for the total charge: 0.

Short version: one is the most stable of them.